{
  "formula": "C27H30Cl2F10N9O2PrS",
  "method": "the ωB97M-V functional and the def2-TZVPD basis",
  "species": ["Pr", "C", "N", "C", "C", "N", "C", "C", "F", "C", "F", "C", "F", "C", "F", "C", "F", "C", "C", "N", "C", "C", "F", "C", "F", "C", "F", "C", "F", "C", "F", "H", "H", "H", "H", "H", "H", "H", "H", "H", "H", "H", "C", "C", "N", "C", "C", "S", "C", "C", "N", "H", "H", "H", "H", "H", "H", "H", "H", "H", "H", "H", "H", "H", "H", "N", "C", "N", "N", "C", "N", "H", "H", "H", "H", "Cl", "C", "Cl", "C", "O", "O", "H"],
  "xyz": [[-0.139, -0.717, 0.234], [0.615, -4.081, -0.441], [0.279, -2.902, -1.214], [-1.067, -3.111, -1.847], [-1.683, -1.923, -2.609], [-1.453, -0.706, -1.912], [-2.076, 0.354, -2.550], [-3.484, 0.492, -2.640], [-4.275, -0.528, -2.181], [-4.081, 1.489, -3.359], [-5.427, 1.445, -3.493], [-3.390, 2.517, -3.959], [-3.984, 3.522, -4.617], [-2.026, 2.485, -3.719], [-1.207, 3.485, -4.193], [-1.400, 1.455, -3.034], [-0.053, 1.591, -2.992], [1.261, -2.600, -2.208], [2.492, -1.843, -1.650], [2.016, -0.641, -1.033], [2.789, 0.408, -0.911], [4.196, 0.401, -0.796], [4.859, -0.767, -0.625], [4.960, 1.570, -0.625], [6.318, 1.482, -0.596], [4.337, 2.811, -0.418], [5.040, 3.954, -0.293], [2.968, 2.883, -0.496], [2.325, 4.061, -0.521], [2.254, 1.708, -0.666], [0.894, 1.786, -0.667], [0.685, -4.989, -1.094], [-0.132, -4.262, 0.359], [1.576, -4.015, 0.048], [-1.662, -3.449, -1.050], [-0.935, -4.006, -2.556], [-2.739, -2.157, -2.736], [-1.246, -1.868, -3.606], [1.664, -3.482, -2.763], [0.869, -1.954, -2.983], [3.266, -1.721, -2.423], [2.992, -2.501, -0.922], [-0.351, -0.532, 4.152], [-0.288, 0.845, 3.488], [0.846, 1.030, 2.594], [2.147, 0.999, 3.226], [3.184, 0.130, 2.463], [2.543, -1.430, 1.861], [2.159, -2.228, 3.461], [0.704, -2.650, 3.496], [-0.207, -1.596, 3.102], [0.393, -0.524, 4.956], [-1.318, -0.602, 4.657], [-1.228, 1.038, 2.971], [-0.283, 1.602, 4.324], [0.778, 1.897, 2.091], [2.020, 0.523, 4.167], [2.637, 2.007, 3.355], [3.585, 0.616, 1.584], [4.003, -0.031, 3.134], [2.767, -3.160, 3.541], [2.462, -1.572, 4.269], [0.570, -3.449, 2.734], [0.462, -3.078, 4.471], [-1.087, -2.105, 3.056], [-2.520, 5.183, -1.812], [-1.885, 4.208, -1.099], [-0.583, 4.345, -0.943], [-2.652, 3.212, -0.623], [-2.066, 2.255, 0.012], [-1.576, 1.370, 0.593], [-1.997, 5.672, -2.581], [-3.529, 5.163, -1.948], [-0.083, 5.154, -1.226], [-0.096, 3.598, -0.455], [-5.362, -2.916, 0.586], [-4.164, -1.664, 0.953], [-4.683, -0.524, 2.189], [-2.877, -2.349, 1.506], [-2.845, -2.935, 2.578], [-1.862, -2.050, 0.806], [-3.917, -1.131, 0.068]],
  "atomic_forces_ev_per_a": [[0.1, 0.3, -0.2], [-0.3, -1.2, 0.2], [-1.2, 0.5, 0.0], [1.4, -1.2, -1.7], [0.6, -1.2, 0.5], [0.5, 1.4, 0.7], [-0.3, -0.3, 1.4], [0.4, -1.4, -0.3], [0.5, 1.0, -0.2], [-2.0, -0.1, -0.2], [0.4, 0.2, 0.0], [1.1, 0.1, 0.5], [0.1, -0.3, 0.2], [0.6, 1.1, -0.7], [-0.9, -0.6, 0.3], [0.7, 0.9, -0.9], [-0.4, -0.6, 0.1], [2.4, 0.4, -1.3], [-0.1, -1.2, 0.5], [-1.3, -0.2, -0.2], [1.0, 1.3, 0.8], [1.3, 1.0, 0.2], [-0.2, 0.1, -0.4], [-0.1, -0.2, 0.1], [-1.1, 0.1, 0.2], [1.1, 0.0, -0.4], [0.1, -0.3, -0.1], [-0.6, -1.2, -0.2], [0.0, 0.0, 0.3], [0.2, -0.2, -0.5], [-0.2, 0.1, 0.3], [-0.3, 0.5, 0.3], [0.2, 0.1, -0.6], [0.4, 0.4, 0.1], [-1.1, -0.2, 0.9], [-0.3, 1.1, 0.7], [-0.3, -0.2, -0.1], [0.1, -0.2, -0.4], [-0.5, 0.0, 0.5], [-0.5, 0.2, 0.1], [-0.4, 0.3, -0.1], [0.0, 0.0, 0.1], [0.0, 0.4, -0.9], [-0.5, 1.0, 1.3], [-0.1, 0.0, -0.8], [1.2, 0.0, -1.0], [-0.8, 0.6, 0.0], [0.2, -0.6, 0.4], [0.5, -1.1, -0.5], [0.4, -0.5, -0.7], [-0.4, 0.5, 1.2], [0.2, -0.7, -0.3], [0.0, -0.1, -0.1], [0.2, -0.1, -0.3], [0.1, -0.4, -0.5], [-0.5, 0.3, -0.2], [0.1, 0.0, 1.1], [-0.7, -0.8, 0.1], [0.0, 0.3, -0.2], [0.7, -0.3, 0.3], [-0.2, 0.8, 0.0], [-0.1, 0.1, 0.1], [0.1, 0.2, 0.5], [0.0, -0.1, 0.1], [-0.4, 0.3, -0.2], [0.6, 0.7, -1.1], [-2.0, 0.3, -0.7], [0.2, -1.4, 0.8], [0.5, 1.2, -0.4], [0.3, -0.5, 0.6], [-0.2, 0.3, -0.3], [-0.7, -0.8, 1.4], [0.6, -0.4, 0.2], [0.3, 0.4, -0.2], [0.1, 0.4, -0.3], [-0.1, 0.2, 0.0], [0.5, -1.3, 0.9], [-0.3, 0.3, 0.0], [-0.3, 0.8, 0.8], [-0.3, -0.2, -0.3], [0.5, -0.4, -0.6], [0.0, 0.4, -0.7]],
  "e_above_lowest_kj_mol": 30.3,
  "charge": 0,
  "e_homo_ev": [-7.35, -7.36],
  "largest_force_ev_per_a": 2.73,
  "homo_lumo_gap_ha": [0.26908, 0.26937],
  "spin_multiplicity": 3,
  "lumo_ha": [-0.00107, -0.00107]
}

{
  "formula": "C13H26BN4O3",
  "method": "the ωB97M-V functional and the def2-TZVPD basis",
  "species": ["N", "B", "O", "C", "O", "C", "C", "C", "C", "C", "C", "C", "N", "N", "N", "C", "H", "H", "H", "H", "H", "H", "H", "H", "H", "H", "H", "H", "H", "H", "H", "H", "C", "C", "O", "C", "C", "H", "H", "H", "H", "H", "H", "H", "H", "H", "H"],
  "xyz": [[6.419, -1.350, -1.537], [5.056, -1.462, -1.933], [4.702, -2.523, -2.729], [3.903, -0.406, -1.483], [3.487, -0.828, -0.166], [2.697, -0.438, -2.425], [1.992, 0.949, -2.309], [0.586, 0.818, -1.762], [0.287, 0.406, -0.473], [-1.040, 0.265, -0.110], [-2.012, 0.527, -1.062], [-1.616, 0.925, -2.325], [-0.343, 1.075, -2.679], [2.980, 1.816, -1.524], [2.497, 2.365, -0.283], [4.287, 1.054, -1.537], [6.694, -0.494, -1.076], [6.775, -2.144, -1.021], [3.920, -3.016, -2.457], [4.097, -0.465, 0.488], [1.983, -1.176, -2.056], [2.969, -0.660, -3.455], [1.847, 1.393, -3.293], [1.075, 0.168, 0.230], [-1.313, -0.074, 0.882], [-3.065, 0.417, -0.829], [-2.361, 1.128, -3.089], [3.141, 2.636, -2.106], [2.755, 1.727, 0.465], [3.014, 3.227, -0.123], [4.993, 1.438, -0.799], [4.711, 1.213, -2.535], [-4.811, -2.014, 1.845], [-3.896, -1.188, 2.734], [-4.093, 0.210, 2.633], [-5.385, 0.686, 2.983], [-5.795, 0.375, 4.411], [-4.704, -1.717, 0.800], [-4.560, -3.071, 1.933], [-5.860, -1.899, 2.119], [-2.858, -1.345, 2.433], [-3.973, -1.524, 3.773], [-6.135, 0.310, 2.278], [-5.332, 1.765, 2.841], [-5.872, -0.697, 4.594], [-6.770, 0.816, 4.618], [-5.071, 0.786, 5.115]],
  "atomic_forces_ev_per_a": [[-0.8, 0.5, 0.6], [0.2, -0.1, -0.2], [0.1, -0.4, 0.7], [0.7, -0.3, -0.5], [-0.4, 0.6, 0.1], [-0.6, 0.4, 0.8], [-0.4, -1.2, -0.2], [0.0, 0.5, 0.1], [0.2, -0.2, 0.1], [-0.1, -0.1, -0.1], [-0.2, 0.0, 0.2], [-0.2, 0.0, -0.1], [0.1, 0.1, 0.1], [0.2, 0.8, -0.4], [0.4, -0.1, 0.1], [0.2, -0.3, -0.4], [0.2, -0.1, 0.1], [0.4, -0.2, -0.6], [-0.2, 0.2, -0.3], [0.1, -0.3, 0.0], [0.2, -0.2, -0.3], [0.1, 0.0, 0.1], [0.3, 0.2, 0.1], [0.0, 0.0, 0.0], [0.0, 0.1, 0.0], [0.1, 0.0, 0.0], [0.1, 0.0, 0.0], [-0.2, 0.0, 0.0], [-0.2, -0.1, -0.1], [0.0, 0.0, 0.0], [-0.3, 0.0, 0.1], [0.0, 0.2, 0.1], [0.0, 0.1, 0.0], [0.0, -0.1, 0.0], [0.1, 0.0, -0.1], [-0.1, 0.0, 0.0], [0.1, 0.0, 0.0], [0.0, 0.0, 0.0], [0.0, 0.0, 0.0], [0.0, 0.0, 0.0], [0.0, 0.0, 0.0], [0.0, 0.0, 0.0], [0.0, 0.0, 0.0], [0.0, 0.0, 0.0], [-0.1, 0.0, 0.0], [0.0, 0.0, 0.0], [0.0, 0.0, 0.0]],
  "charge": 1,
  "e_homo_ev": -11.52,
  "largest_force_ev_per_a": 1.26,
  "homo_lumo_gap_ha": 0.30816,
  "lumo_ha": -0.11534
}

{
  "formula": "C12H10N5O4PtSSe",
  "method": "the ωB97M-V functional and the def2-TZVPD basis",
  "species": ["Pt", "N", "C", "C", "C", "C", "C", "C", "S", "O", "O", "N", "C", "N", "C", "C", "C", "N", "H", "H", "H", "H", "H", "H", "H", "H", "H", "Se", "C", "N", "O", "C", "O", "H"],
  "xyz": [[0.210, 2.273, 0.600], [-1.964, -3.274, -2.787], [-1.816, -2.551, -1.600], [-2.250, -1.226, -1.525], [-2.136, -0.518, -0.345], [-1.590, -1.133, 0.777], [-1.161, -2.449, 0.719], [-1.280, -3.158, -0.465], [-1.357, -0.186, 2.246], [-1.096, -1.096, 3.323], [-2.437, 0.753, 2.341], [-0.024, 0.706, 1.921], [1.171, 0.124, 1.611], [1.853, 1.015, 0.832], [3.025, 0.669, 0.334], [3.576, -0.562, 0.669], [2.809, -1.398, 1.464], [1.602, -1.084, 1.933], [-1.997, -2.701, -3.616], [-1.311, -4.034, -2.892], [-2.670, -0.749, -2.402], [-2.459, 0.514, -0.288], [-0.732, -2.901, 1.602], [-0.951, -4.190, -0.515], [3.485, 1.377, -0.341], [4.541, -0.866, 0.293], [3.171, -2.386, 1.730], [-1.871, 3.454, 0.871], [-1.539, 5.099, 0.086], [-1.426, 6.168, -0.336], [0.785, 3.736, -0.672], [1.679, 3.553, -1.575], [2.351, 2.558, -1.804], [1.810, 4.465, -2.188]],
  "atomic_forces_ev_per_a": [[0.3, 0.4, 0.2], [0.0, 0.0, 0.0], [0.0, 0.0, 0.0], [0.0, 0.0, 0.0], [0.0, 0.0, 0.0], [0.0, 0.0, 0.0], [0.0, 0.0, 0.0], [0.0, 0.0, 0.0], [0.0, 0.0, 0.0], [0.0, 0.0, 0.0], [0.0, 0.0, 0.0], [0.0, 0.0, -0.1], [0.1, 0.1, 0.0], [-0.3, -0.4, -0.3], [0.1, 0.0, 0.1], [-0.1, 0.0, 0.1], [0.1, 0.0, -0.1], [0.0, 0.0, 0.0], [0.0, 0.0, 0.0], [0.0, 0.0, 0.0], [0.0, 0.0, 0.0], [0.0, 0.0, 0.0], [0.0, 0.0, 0.0], [0.0, 0.0, 0.0], [0.0, 0.0, 0.0], [0.0, 0.0, 0.0], [0.0, 0.0, 0.0], [-0.1, -0.1, 0.0], [0.0, 0.0, 0.0], [0.0, 0.0, 0.0], [0.0, -0.1, 0.0], [0.0, 0.1, 0.0], [0.0, -0.1, 0.0], [0.0, 0.0, 0.0]],
  "e_above_lowest_kj_mol": 0.0,
  "charge": -1,
  "e_homo_ev": -4.82,
  "largest_force_ev_per_a": 0.56,
  "homo_lumo_gap_ha": 0.27256,
  "lumo_ha": 0.09551
}

{
  "formula": "C24H57BFNO12S",
  "method": "the ωB97M-V functional and the def2-TZVPD basis",
  "species": ["C", "C", "C", "O", "O", "C", "C", "C", "C", "C", "C", "N", "O", "B", "O", "O", "S", "O", "O", "F", "H", "H", "H", "H", "H", "H", "H", "H", "H", "H", "H", "H", "H", "H", "H", "H", "H", "C", "C", "C", "O", "H", "H", "H", "H", "H", "H", "H", "H", "C", "C", "C", "O", "H", "H", "H", "H", "H", "H", "H", "H", "C", "C", "C", "O", "H", "H", "H", "H", "H", "H", "H", "H", "C", "C", "C", "O", "H", "H", "H", "H", "H", "H", "H", "H", "C", "C", "C", "O", "H", "H", "H", "H", "H", "H", "H", "H"],
  "xyz": [[5.239, -3.134, -1.857], [5.160, -1.940, -1.258], [4.763, -0.701, -1.992], [5.490, -0.233, -2.823], [3.600, -0.129, -1.597], [2.935, 0.655, -2.584], [1.822, 1.456, -1.928], [0.893, 0.590, -1.052], [-0.398, 0.211, -1.797], [-1.093, -1.046, -1.233], [-2.578, -0.826, -0.849], [-3.459, -1.734, -1.607], [-4.670, -1.131, -2.016], [-4.505, -0.608, -3.321], [-4.409, -1.386, -4.431], [-4.465, 0.759, -3.453], [-3.717, -3.185, -0.835], [-2.715, -4.085, -1.294], [-3.816, -3.065, 0.580], [-5.056, -3.694, -1.409], [6.049, -3.829, -1.674], [4.480, -3.432, -2.575], [5.376, -1.772, -0.204], [2.544, 0.023, -3.388], [3.617, 1.354, -3.069], [2.278, 2.228, -1.307], [1.220, 1.918, -2.712], [0.605, 1.198, -0.190], [1.405, -0.290, -0.670], [-0.125, 0.026, -2.838], [-1.085, 1.059, -1.748], [-1.077, -1.820, -2.000], [-0.573, -1.461, -0.371], [-2.882, 0.197, -1.053], [-2.669, -0.976, 0.227], [-4.132, -2.292, -4.244], [-3.648, 1.057, -3.867], [7.198, -0.460, 3.747], [7.236, -0.433, 2.227], [7.347, 0.986, 1.691], [6.059, -1.052, 1.706], [6.327, 0.091, 4.115], [7.111, -1.485, 4.108], [8.097, -0.014, 4.174], [8.081, -1.024, 1.871], [6.480, 1.574, 1.998], [7.368, 0.990, 0.601], [8.245, 1.487, 2.054], [5.296, -0.546, 2.018], [-8.611, -0.007, -5.394], [-8.784, -1.464, -4.993], [-8.667, -1.642, -3.488], [-7.813, -2.270, -5.660], [-7.619, 0.353, -5.104], [-8.695, 0.103, -6.476], [-9.361, 0.628, -4.920], [-9.758, -1.823, -5.329], [-7.675, -1.330, -3.146], [-8.788, -2.689, -3.212], [-9.415, -1.054, -2.954], [-6.939, -1.969, -5.383], [-5.706, -7.485, 1.533], [-4.637, -6.882, 2.433], [-4.952, -5.433, 2.768], [-3.360, -6.973, 1.803], [-5.759, -6.937, 0.588], [-5.466, -8.523, 1.297], [-6.688, -7.454, 2.006], [-4.562, -7.466, 3.351], [-4.976, -4.824, 1.863], [-4.175, -5.014, 3.409], [-5.912, -5.340, 3.278], [-3.393, -6.462, 0.986], [3.565, 3.127, 4.434], [3.744, 2.210, 3.235], [3.038, 2.757, 2.005], [3.257, 0.900, 3.538], [2.505, 3.220, 4.689], [4.073, 2.717, 5.308], [3.960, 4.123, 4.232], [4.807, 2.093, 3.024], [1.963, 2.840, 2.185], [3.174, 2.080, 1.157], [3.416, 3.741, 1.735], [2.316, 0.972, 3.730], [4.266, 7.888, 2.874], [3.158, 7.161, 2.127], [1.931, 8.044, 1.961], [2.809, 5.959, 2.816], [3.929, 8.165, 3.877], [5.137, 7.243, 2.988], [4.569, 8.795, 2.350], [3.521, 6.850, 1.146], [1.530, 8.325, 2.938], [1.146, 7.509, 1.426], [2.170, 8.955, 1.411], [2.483, 6.204, 3.689]],
  "atomic_forces_ev_per_a": [[-0.2, 0.3, 0.0], [-0.3, 0.0, 0.2], [-0.5, -0.3, 0.2], [-0.3, 0.1, -0.2], [-0.1, -0.4, -0.2], [-0.3, 1.0, -0.5], [0.1, -0.7, 0.6], [-0.5, 0.7, -0.1], [0.5, -0.5, 0.4], [-0.5, 0.1, -0.4], [1.0, -0.1, 0.5], [-0.6, 0.0, -0.8], [-0.4, 0.2, 0.5], [0.2, 0.3, -0.2], [0.4, -0.2, 0.2], [0.2, -0.2, 0.5], [1.9, -1.4, 1.2], [-0.2, 0.2, -0.5], [-0.9, 0.5, -0.2], [-0.2, 0.7, -0.2], [-0.7, -0.5, 1.0], [0.8, 0.4, -1.0], [1.3, 0.1, -0.3], [0.0, -0.3, 0.2], [0.2, -0.1, 0.1], [0.0, 0.1, -0.1], [0.2, 0.2, 0.0], [0.1, -0.2, 0.2], [0.1, 0.0, -0.1], [-0.2, 0.1, -0.1], [0.0, 0.1, -0.2], [0.1, -0.1, 0.1], [0.2, 0.1, 0.0], [-0.3, -0.1, -0.3], [-0.4, 0.0, 0.0], [-0.3, 0.0, 0.0], [-0.3, 0.1, -0.4], [0.0, -0.1, 0.0], [-0.3, 0.4, 0.2], [0.1, 0.0, -0.2], [0.0, -0.1, 0.0], [0.0, 0.1, 0.0], [0.0, 0.0, 0.0], [0.0, 0.0, 0.0], [-0.1, -0.1, -0.1], [0.0, 0.0, 0.1], [0.0, -0.1, 0.0], [0.0, 0.0, 0.0], [0.0, -0.1, 0.1], [-0.1, 0.0, -0.1], [0.4, 0.3, 0.2], [0.0, -0.2, 0.1], [-0.1, -0.1, 0.0], [0.0, 0.0, 0.1], [0.0, 0.0, 0.0], [0.0, 0.0, 0.0], [0.1, -0.1, -0.1], [0.0, 0.1, 0.0], [0.0, 0.0, 0.0], [0.0, 0.0, 0.0], [0.0, 0.0, 0.0], [0.0, -0.2, 0.0], [-0.2, 0.3, -0.4], [0.1, 0.0, 0.2], [0.1, -0.2, 0.2], [0.0, 0.1, 0.0], [0.0, 0.0, 0.0], [0.0, 0.0, 0.0], [0.1, 0.0, 0.0], [-0.1, -0.1, 0.0], [0.0, 0.0, 0.0], [0.0, 0.0, 0.0], [0.0, 0.0, 0.0], [0.2, -0.1, 0.2], [-0.6, 0.3, 0.0], [0.1, -0.2, -0.2], [0.3, -0.1, -0.1], [0.0, 0.0, -0.1], [0.0, 0.0, 0.0], [0.0, 0.0, 0.0], [0.0, -0.1, 0.1], [0.0, 0.1, 0.1], [0.1, 0.0, 0.0], [-0.1, 0.0, 0.0], [0.0, 0.0, 0.0], [0.1, -0.1, 0.0], [-0.1, 0.3, 0.4], [-0.1, -0.1, -0.1], [0.1, -0.1, -0.2], [-0.1, 0.1, 0.0], [0.0, 0.0, 0.0], [0.0, 0.0, 0.0], [0.0, -0.1, 0.0], [0.1, 0.1, 0.0], [0.0, 0.0, 0.0], [0.0, 0.0, 0.0], [0.0, 0.0, 0.0]],
  "e_above_lowest_kj_mol": 0.0,
  "charge": 0,
  "e_homo_ev": -9.12,
  "smiles": "C=CC(=O)OCCCCCCN(OB(O)O)S(=O)(=O)F.CC(C)O.CC(C)O.CC(C)O.CC(C)O.CC(C)O",
  "largest_force_ev_per_a": 2.62,
  "homo_lumo_gap_ha": 0.33853,
  "lumo_ha": 0.00335
}

> Among the records above, which one has the highest charge?

C13H26BN4O3

> What is the charge in the second record?

+1